83
Properties=species:S:1:pos:R:3 method="wB97M-V/def2-TZVPD" charge=+1 gap_ev=8.58 homo_ev=-10.23 multiplicity=1 lumo_energy_ha=-0.0606
Rb -0.21 0.11 1.38
C 1.74 1.91 4.76
C 0.77 1.13 5.65
S -0.63 0.41 4.77
C -0.62 -1.33 5.29
C 0.67 -2.13 5.13
S 1.28 -2.25 3.43
C 3.01 -1.73 3.56
C 3.31 -0.38 4.21
S 2.52 1.03 3.39
H 1.21 2.73 4.27
H 2.50 2.36 5.40
H 1.29 0.33 6.18
H 0.40 1.81 6.42
H -0.93 -1.39 6.34
H -1.42 -1.77 4.69
H 1.46 -1.72 5.75
H 0.48 -3.14 5.50
H 3.58 -2.50 4.09
H 3.35 -1.73 2.52
H 3.01 -0.39 5.26
H 4.39 -0.24 4.21
O -2.68 -0.85 1.05
S -3.79 -1.39 0.21
C -3.10 -2.80 -0.68
C -1.92 -2.48 -1.59
C -1.11 -3.74 -1.95
C -0.20 -4.26 -0.84
S 1.30 -3.29 -0.47
O 0.84 -1.90 -0.13
C 1.99 -3.19 -2.12
C 1.80 -2.05 -2.89
C 2.37 -1.99 -4.15
C 3.10 -3.07 -4.64
C 3.28 -4.20 -3.86
C 2.73 -4.26 -2.59
C -3.95 -0.27 -1.19
C -4.97 -0.50 -2.11
C -5.12 0.37 -3.18
C -4.27 1.46 -3.31
C -3.27 1.69 -2.37
C -3.11 0.82 -1.30
H -3.93 -3.26 -1.23
H -2.83 -3.50 0.12
H -1.27 -1.75 -1.10
H -2.29 -2.02 -2.50
H -0.51 -3.55 -2.84
H -1.80 -4.54 -2.21
H 0.17 -5.26 -1.08
H -0.70 -4.32 0.13
H 1.23 -1.23 -2.49
H 2.24 -1.10 -4.76
H 3.54 -3.01 -5.63
H 3.86 -5.03 -4.24
H 2.89 -5.13 -1.96
H -5.64 -1.34 -1.99
H -5.90 0.20 -3.90
H -4.40 2.14 -4.14
H -2.62 2.55 -2.46
H -2.35 1.00 -0.55
N 2.29 0.95 -0.22
C 1.84 2.00 -1.01
C 0.85 1.81 -1.97
C 0.39 2.87 -2.74
C 0.91 4.15 -2.56
C 1.89 4.34 -1.60
C 2.36 3.29 -0.83
H 2.18 0.02 -0.60
H 3.17 1.08 0.24
H 0.43 0.82 -2.12
H -0.37 2.69 -3.49
H 0.56 4.97 -3.17
H 2.32 5.33 -1.46
H 3.13 3.46 -0.09
C -2.14 5.41 -0.63
C -0.99 5.45 0.38
C -0.64 4.11 0.85
N -0.37 3.05 1.21
H -2.37 6.43 -0.96
H -3.03 4.98 -0.19
H -1.86 4.83 -1.50
H -1.25 6.05 1.25
H -0.09 5.88 -0.06

109
Properties=species:S:1:pos:R:3 method="wB97M-V/def2-TZVPD" charge=+1 gap_ev="4.60 / 4.44" homo_ev="-7.40 / -7.40" multiplicity=3 lumo_energy_ha="-0.1029 / -0.1089"
W -0.23 0.14 -0.11
C -1.41 -2.42 -1.69
C -0.45 -3.36 -1.00
C -0.10 -3.09 0.45
N 0.07 -1.69 0.92
C 0.30 -1.65 2.27
C 0.61 -2.78 3.02
C 0.80 -2.98 4.40
C 0.67 -2.12 5.45
C 0.34 -0.77 5.34
C 0.18 0.01 4.23
C 0.27 -0.30 2.84
N 0.27 0.65 1.93
C 0.43 2.03 2.39
C 0.78 2.96 1.25
C -0.44 3.23 0.40
N -1.14 1.99 0.09
C -2.45 2.10 -0.20
C -3.01 3.28 -0.67
C -4.33 3.63 -0.95
C -5.48 2.92 -0.73
C -5.55 1.63 -0.18
C -4.56 0.74 0.14
C -3.15 0.84 0.01
N -2.32 -0.17 0.19
C -2.81 -1.54 0.34
C -2.77 -2.29 -0.99
H -1.63 -2.85 -2.66
H 0.31 -1.48 -1.99
H 0.46 -3.40 -1.60
H -0.86 -4.37 -1.03
H 0.83 -3.62 0.63
H -0.86 -3.56 1.09
H 0.73 -3.69 2.47
H 1.06 -4.00 4.65
H 0.82 -2.52 6.45
H 0.20 -0.24 6.28
H -0.07 1.03 4.44
H 1.21 2.06 3.15
H -0.50 2.39 2.87
H 1.60 2.54 0.68
H 1.14 3.91 1.66
H -0.17 3.79 -0.51
H -1.13 3.87 0.97
H -2.29 4.06 -0.89
H -4.46 4.62 -1.38
H -6.42 3.39 -0.98
H -6.56 1.26 0.00
H -4.93 -0.19 0.53
H -3.83 -1.56 0.72
H -2.21 -2.03 1.10
H -3.48 -1.84 -1.67
H -3.12 -3.31 -0.81
N 3.07 -2.53 0.53
C 4.10 -3.33 0.87
C 4.46 -4.01 -0.28
C 3.57 -3.54 -1.26
N 2.72 -2.65 -0.76
H 2.52 -1.93 1.13
H 4.49 -3.37 1.87
H 5.25 -4.73 -0.38
H 3.48 -3.82 -2.29
C 3.13 -0.26 -2.32
C 3.03 0.13 -0.88
N 4.18 0.40 -0.25
O 1.97 0.21 -0.23
H 3.54 -1.27 -2.37
H 3.80 0.41 -2.85
H 2.15 -0.25 -2.78
H 5.06 0.31 -0.72
H 4.17 0.63 0.73
C 0.88 5.13 -4.75
C 0.75 4.00 -3.77
C -0.38 3.20 -3.72
C -0.46 2.17 -2.80
N 0.52 1.87 -1.95
C 1.60 2.67 -1.97
C 1.75 3.72 -2.85
H 0.04 5.16 -5.44
H 1.80 5.03 -5.33
H 0.93 6.09 -4.23
H -1.22 3.36 -4.39
H -1.36 1.59 -2.74
H 2.38 2.46 -1.25
H 2.66 4.31 -2.81
N -0.65 -1.14 -1.99
C -0.72 -0.77 -3.47
C -1.84 -0.05 -3.98
C -1.84 0.38 -5.34
C -2.82 1.19 -5.86
C -3.87 1.67 -5.07
C -3.89 1.29 -3.74
C -2.91 0.45 -3.22
C -0.12 -1.86 -4.28
C -0.82 -2.46 -5.34
C -0.28 -3.50 -6.09
C 0.98 -4.00 -5.79
C 1.67 -3.46 -4.73
C 1.13 -2.41 -3.99
H -1.02 0.07 -5.99
H -2.76 1.47 -6.91
H -4.64 2.30 -5.49
H -4.69 1.63 -3.09
H -2.97 0.19 -2.18
H -1.81 -2.10 -5.58
H -0.86 -3.92 -6.90
H 1.40 -4.81 -6.37
H 2.66 -3.83 -4.48
H 1.72 -2.01 -3.17

48
Properties=species:S:1:pos:R:3 method="wB97M-V/def2-TZVPD" charge=+1 gap_ev="7.28 / 7.38" homo_ev="-11.07 / -10.94" multiplicity=2 lumo_energy_ha="-0.1392 / -0.1307"
Cr -0.30 -0.40 0.03
O 0.71 0.91 1.05
C 0.46 2.10 1.32
C -0.65 2.83 0.80
C -0.76 4.20 1.12
C -1.82 4.90 0.62
C -2.78 4.30 -0.19
C -2.69 2.97 -0.50
C -1.62 2.20 0.00
O -1.58 0.92 -0.30
N -1.94 6.33 0.96
O -2.94 6.90 0.57
O -1.04 6.84 1.59
H 1.16 2.61 1.99
H -0.02 4.69 1.74
H -3.60 4.91 -0.57
H -3.42 2.49 -1.13
C -3.84 -3.00 -1.16
C -2.59 -2.29 -0.92
N -1.61 -1.73 -0.74
H -3.62 -4.03 -1.44
H -4.39 -2.51 -1.96
H -4.44 -3.00 -0.25
Br 0.02 -1.10 3.43
C 1.02 -2.12 2.20
C 1.95 -3.02 2.69
C 2.57 -3.87 1.80
C 2.23 -3.81 0.45
C 1.32 -2.86 0.05
N 0.74 -1.99 0.91
H 2.16 -3.05 3.75
H 3.30 -4.58 2.15
H 2.66 -4.47 -0.28
H 1.04 -2.75 -0.99
F 6.44 0.03 -0.57
C 5.13 0.04 -0.84
C 4.39 1.17 -0.56
C 3.03 1.17 -0.83
C 2.40 0.04 -1.36
C 0.93 0.02 -1.61
C 3.19 -1.06 -1.67
C 4.55 -1.08 -1.41
H 4.89 2.05 -0.16
H 2.46 2.06 -0.64
H 0.65 -0.72 -2.36
H 0.54 1.00 -1.90
H 2.74 -1.92 -2.15
H 5.17 -1.93 -1.66

15
Properties=species:S:1:pos:R:3 method="wB97M-V/def2-TZVPD" charge=+1 smiles="CC1=N[C@H](I)[NH2+]C1" gap_ev=9.76 homo_ev=-13.87 multiplicity=1 lumo_energy_ha=-0.1508
C 1.31 1.78 0.37
C 0.42 0.65 0.01
N -0.44 0.81 -0.89
C -1.31 -0.35 -0.97
I -3.12 0.12 0.17
N -0.52 -1.51 -0.23
C 0.46 -0.75 0.62
H 2.02 2.12 -0.43
H 1.89 1.58 1.27
H 0.55 2.58 0.67
H -1.63 -0.75 -1.96
H 0.06 -2.14 -0.80
H -1.15 -2.20 0.04
H 1.39 -1.38 0.57
H 0.05 -0.58 1.56

11
Properties=species:S:1:pos:R:3 method="wB97M-V/def2-TZVPD" smiles="S=C(CS)NS" gap_ev=8.79 homo_ev=-8.53 multiplicity=1 lumo_energy_ha=0.0095
S -0.58 2.14 -0.45
C -0.10 0.66 0.14
C 1.26 0.37 0.69
S 2.10 -0.41 -0.68
N -0.96 -0.41 0.15
S -2.62 -0.51 -0.28
H 1.30 -0.21 1.60
H 1.74 1.26 1.01
H 1.11 -1.18 -1.13
H -0.62 -1.28 0.58
H -2.64 -0.41 -1.62

86
Properties=species:S:1:pos:R:3 method="wB97M-V/def2-TZVPD" charge=-1 gap_ev="7.06 / 7.23" homo_ev="-4.46 / -4.63" multiplicity=3 lumo_energy_ha="0.0956 / 0.0956"
V 0.08 0.10 -0.71
C 1.07 -1.48 -4.80
O 1.21 -2.86 -4.47
C 0.49 -3.40 -3.44
C 0.30 -4.76 -3.52
C -0.38 -5.48 -2.54
C -0.88 -4.81 -1.45
C -0.69 -3.42 -1.33
C -1.27 -2.76 -0.19
N -1.16 -1.52 0.12
N -1.94 -1.20 1.24
C -1.89 0.09 1.42
O -1.25 0.91 0.66
C -2.62 0.66 2.59
C -3.37 -0.15 3.43
C -4.01 0.39 4.54
C -3.90 1.75 4.81
C -3.14 2.56 3.97
C -2.50 2.02 2.87
C 0.02 -2.67 -2.30
O 0.25 -1.40 -2.17
H 1.49 -1.39 -5.80
H 1.61 -0.84 -4.11
H 0.02 -1.18 -4.82
H 0.70 -5.26 -4.40
H -0.51 -6.55 -2.64
H -1.42 -5.32 -0.67
H -1.89 -3.38 0.46
H -3.44 -1.21 3.21
H -4.59 -0.24 5.19
H -4.39 2.18 5.68
H -3.04 3.62 4.18
H -1.88 2.62 2.22
C 1.09 4.22 0.38
C 0.43 3.18 -0.28
N 0.92 2.01 0.09
N 1.89 2.25 0.99
C 2.01 3.59 1.18
B 2.69 1.19 1.78
N 2.81 -0.15 1.02
C 3.80 -1.03 1.25
C 3.45 -2.24 0.69
C 2.20 -2.00 0.12
N 1.81 -0.75 0.33
N 2.02 0.93 3.15
C 2.56 0.58 4.34
C 1.52 0.30 5.20
C 0.37 0.50 4.42
N 0.68 0.88 3.19
N 4.10 1.75 2.02
C 4.52 2.59 3.01
C 5.76 3.06 2.68
C 6.03 2.46 1.43
N 5.03 1.69 1.04
H 0.92 5.28 0.29
H -0.36 3.21 -1.01
H 2.75 3.99 1.85
H 4.68 -0.74 1.78
H 4.02 -3.15 0.68
H 1.56 -2.67 -0.43
H 3.62 0.52 4.49
H 1.60 0.00 6.23
H -0.67 0.39 4.70
H 3.89 2.79 3.86
H 6.38 3.73 3.25
H 6.91 2.55 0.81
C -3.55 1.09 -2.98
C -3.05 1.63 -4.15
C -1.69 1.79 -4.31
C -0.83 1.40 -3.28
N -1.33 0.89 -2.14
C -2.64 0.73 -2.00
C 0.64 1.49 -3.34
C 1.30 2.07 -4.43
C 2.68 2.07 -4.47
C 3.40 1.50 -3.42
C 2.74 0.95 -2.34
C 1.34 0.92 -2.27
H -4.61 0.94 -2.82
H -3.73 1.92 -4.95
H -1.29 2.20 -5.22
H -2.96 0.31 -1.05
H 0.75 2.51 -5.25
H 3.20 2.52 -5.31
H 4.49 1.51 -3.44
H 3.33 0.53 -1.52

Table of M (g/mol), in record order: 720.49; 930.82; 526.28; 211.03; 139.27; 752.50
Table of maximum force (hartree/bohr), in record order: 0.0075; 0.0183; 0.0250; 0.0557; 0.0500; 0.0127